No. 1
{"formula": "C5H12", "method": "ωB97M-V with the def2-TZVPD basis set", "gap_ev": 11.78, "lumo_energy_ev": 1.27, "smiles": "CCCCC", "largest_force_ev_per_a": 4.4, "elements": ["C", "C", "C", "C", "C", "H", "H", "H", "H", "H", "H", "H", "H", "H", "H", "H", "H"], "positions_angstrom": [[2.18, -0.53, -0.21], [1.42, 0.59, 0.37], [0.01, 0.59, -0.29], [-1.02, -0.25, 0.52], [-2.40, -0.14, -0.22], [3.22, -0.63, 0.09], [2.10, -0.58, -1.35], [1.88, -1.58, 0.25], [1.95, 1.45, -0.05], [1.44, 0.55, 1.48], [0.18, 0.37, -1.38], [-0.54, 1.57, -0.26], [-0.87, -1.34, 0.62], [-1.26, 0.16, 1.59], [-3.26, -0.60, 0.46], [-2.30, -0.62, -1.23], [-2.73, 0.97, -0.38]], "lowdin_charge": [-0.178, -0.301, -0.239, -0.293, -0.173, 0.052, 0.099, 0.106, 0.101, 0.120, 0.117, 0.107, 0.095, 0.135, 0.099, 0.070, 0.084]}


No. 2
{"formula": "C5H12BBrCaINO3S", "method": "ωB97M-V with the def2-TZVPD basis set", "gap_ev": 7.08, "lumo_energy_ev": -8.82, "total_charge": 2, "largest_force_ev_per_a": 2.8, "elements": ["C", "C", "O", "B", "O", "C", "Br", "O", "C", "C", "N", "S", "I", "H", "H", "H", "H", "H", "H", "H", "H", "H", "H", "H", "H", "Ca"], "positions_angstrom": [[-2.01, -0.93, 0.40], [-0.92, -1.86, -0.32], [0.01, -2.44, 0.51], [0.34, -1.51, 1.54], [-0.20, -1.73, 2.84], [1.19, -0.19, 1.27], [2.41, 0.15, 2.79], [1.96, -0.25, 0.07], [1.20, 0.20, -1.05], [1.53, 1.59, -1.64], [0.78, 2.72, -1.07], [-0.93, 2.53, -1.16], [1.44, 3.35, 0.78], [-1.65, 0.15, 0.61], [-2.89, -0.81, -0.34], [-2.46, -1.39, 1.30], [-0.44, -1.27, -1.19], [-1.48, -2.70, -0.80], [-0.83, -1.03, 3.01], [0.46, 0.66, 1.22], [1.43, -0.55, -1.86], [0.11, 0.07, -0.81], [1.32, 1.57, -2.73], [2.62, 1.77, -1.48], [-1.33, 1.70, -0.10], [-1.66, 0.21, -1.79]], "lowdin_charge": [-0.097, -0.293, 0.131, -0.567, 0.156, -0.636, 0.824, -0.136, -0.262, -0.297, -0.923, 0.676, 1.086, 0.053, 0.081, 0.138, 0.030, 0.167, 0.112, 0.036, 0.168, -0.031, 0.134, 0.142, -0.123, 1.431]}